Record 1
One molecule with the formula FNO3S, computed with the ωB97M-V functional and the def2-TZVPD basis.

Values from the calculation:
Electronic energy = -21181.27490 eV
Relative energy (zero: lowest compared OMol25 entry of this formula, charge and spin) = 11.6 kcal per mole
E_LUMO = -0.6829 eV
Frontier orbital gap = 0.3609 Ha

Last column: Mulliken charge in e.
Element x y z (Å)
S 0.17728 1.29060 0.06755  0.76
F -0.60951 0.81186 -1.21112  -0.19
O -0.51025 -1.73469 -0.11079  -0.31
O 1.08184 -0.15027 0.04095  -0.19
O -0.78979 1.18528 1.15095  -0.41
N 0.65042 -1.40279 0.06246  0.35


Record 2
C5H6N2 as an isolated structure, computed with the ωB97M-V functional and the def2-TZVPD basis.

Values from the calculation:
Electronic energy = -8257.89063 eV
Relative energy (zero: lowest compared OMol25 entry of this formula, charge and spin) = 103.0 kcal per mole
E_LUMO = 0.8223 eV
Frontier orbital gap = 0.3348 Ha

Last column: Mulliken charge in e.
Element x y z (Å)
N 0.08039 0.51568 -0.03848  0.32
N 1.38137 -1.30741 -0.02245  -0.57
C 2.15921 -0.22980 0.14640  -0.16
C -1.32280 0.58580 0.14623  -0.38
C 1.32393 0.93723 -0.28013  -0.37
C 0.13919 -0.83247 0.00801  0.06
C -1.53172 -0.85642 -0.05834  -0.45
H -1.79526 -0.92771 -1.13925  0.21
H -1.97974 1.01164 -0.65534  0.23
H -2.19446 -1.59567 0.48052  0.32
H -1.29532 1.09331 1.28233  0.28
H 3.40020 -0.40376 0.11598  0.26
H 1.63502 2.00958 0.01454  0.25


Which of these has the lowest frontier orbital gap? C5H6N2